(1)
Formula: C30H25N4PPbS3
Source: OMol25
Level of theory: ωB97M-V with the def2-TZVPD basis set

Geometry (Å):
1 Pb 0.8189 -0.5819 -0.3125
2 S 0.3033 -0.0793 2.2412
3 C 0.4848 -1.7758 2.4163
4 N 0.7188 -2.5420 1.3132
5 C 1.1202 -3.8192 1.6395
6 C 1.4588 -4.8195 0.7596
7 C 1.9205 -6.0277 1.2481
8 C 2.1132 -6.2035 2.6456
9 C 1.7736 -5.1425 3.5362
10 C 1.2429 -3.9950 3.0323
11 S 0.7318 -2.5929 3.9553
12 H 1.6656 -4.6153 -0.3054
13 H 2.1762 -6.7920 0.5425
14 H 2.5888 -7.0839 3.1152
15 H 1.9355 -5.1519 4.6128
16 N 4.4206 -2.1418 1.7548
17 N 4.5127 -1.1383 0.8190
18 C 5.5559 -0.9072 -0.0208
19 N 5.3301 0.2294 -0.7937
20 S 6.9079 -1.9253 -0.1683
21 H 5.4112 -2.3824 1.8310
22 H 3.9857 -2.9744 1.3191
23 H 3.6784 -0.5299 0.7954
24 H 4.3881 0.4642 -1.1273
25 H 6.0076 0.4275 -1.5312
26 C 1.0340 5.6683 -1.9649
27 C 1.6925 4.4521 -1.9387
28 C 1.1021 3.3726 -1.4054
29 C -0.2605 3.4440 -0.9997
30 C -0.9022 4.6743 -0.9449
31 C -0.2725 5.7838 -1.4349
32 P -0.9138 1.8488 -0.4807
33 C -2.0153 2.2667 0.8803
34 C -1.3923 3.0121 1.9508
35 C -2.0901 3.2833 3.0954
36 C -3.3783 2.8474 3.1633
37 C -4.0026 2.1534 2.1315
38 C -3.3495 1.7721 0.9968
39 C -2.0327 1.1460 -1.7721
40 C -2.7701 1.9482 -2.6009
41 C -3.6345 1.4378 -3.5698
42 C -3.7270 0.0676 -3.5965
43 C -2.9741 -0.8253 -2.7648
44 C -3.1749 -2.2099 -2.9292
45 C -2.5260 -3.0774 -2.1156
46 C -1.5953 -2.5248 -1.1978
47 C -1.2606 -1.1774 -1.1179
48 C -1.9900 -0.2754 -1.9297
49 H 1.5340 6.5349 -2.3931
50 H 2.7130 4.4187 -2.3253
51 H 1.6614 2.4634 -1.2653
52 H -1.8584 4.7419 -0.4425
53 H -0.7459 6.7502 -1.3985
54 H -0.3049 3.2501 1.7978
55 H -1.7215 3.8344 3.9180
56 H -3.9008 2.9852 4.0911
57 H -5.0841 2.0129 2.0367
58 H -3.6684 1.2179 0.1405
59 H -2.5985 3.0040 -2.4781
60 H -4.3349 2.0969 -4.1487
61 H -4.5297 -0.3765 -4.2243
62 H -3.9439 -2.5622 -3.5406
63 H -2.8685 -4.1074 -2.0425
64 H -1.1661 -3.2524 -0.4976

Results
Spin multiplicity   1
Relative energy (zero: lowest compared OMol25 entry of this formula, charge and spin)   0.928 eV
HOMO-LUMO gap   8.02 eV
HOMO   -7.92 eV


(2)
Formula: C30H25N6O13
Source: OMol25
Level of theory: ωB97M-V with the def2-TZVPD basis set

Geometry (Å):
1 N 0.9042 0.3361 0.2009
2 O 1.3482 -0.6879 -0.2641
3 O 0.9322 0.5011 1.4649
4 O 0.3902 1.1741 -0.5721
5 C -0.4148 -2.9259 2.2029
6 C -0.2168 -3.5899 3.6619
7 C -0.9898 -4.9799 3.8629
8 C -1.6828 -5.6939 2.7579
9 C -1.5618 -5.1399 1.2989
10 C -0.9298 -3.7079 1.0999
11 N -2.4088 -6.9249 2.9579
12 O -3.2928 -7.1689 2.1479
13 O -2.0418 -7.6799 3.8259
14 H -0.0558 -2.0599 2.1589
15 H 0.3072 -2.8849 4.5479
16 H -0.8728 -5.3939 4.9189
17 H -2.0138 -5.5709 0.5579
18 H -0.8278 -3.1939 0.1889
19 C 0.3202 4.9741 2.2889
20 C 1.1492 3.9111 1.6209
21 C 2.3792 4.3691 0.8799
22 C 2.5642 5.9771 0.6069
23 C 1.5662 6.9321 1.1919
24 C 0.5202 6.3171 2.1629
25 N 3.7152 6.4891 -0.1691
26 O 3.9922 7.7181 -0.0991
27 O 4.4772 5.6501 -0.6671
28 H -0.4018 4.5381 2.9869
29 H 1.0732 2.9621 1.5699
30 H 2.8802 3.5521 0.4049
31 H 1.4182 8.0611 0.9649
32 H -0.1688 7.2701 2.5069
33 C 3.7772 0.5571 6.0879
34 C 2.5752 0.1761 5.3119
35 C 2.7512 -0.7339 4.1119
36 C 4.1532 -1.3209 3.6839
37 C 5.3742 -0.7639 4.6159
38 C 5.0532 0.0821 5.8709
39 N 4.3082 -2.1149 2.4759
40 O 5.3452 -2.1289 1.8919
41 O 3.3172 -2.3879 1.9849
42 H 3.7362 1.2271 6.9119
43 H 1.7502 0.6101 5.4119
44 H 1.7932 -0.9299 3.3739
45 H 6.4042 -1.0309 4.3069
46 H 5.8482 0.2561 6.6489
47 C -2.0638 2.0491 -4.7231
48 C -3.4618 1.9901 -5.1631
49 C -4.4978 1.8051 -4.1021
50 C -4.1938 1.8861 -2.5761
51 C -2.6808 1.7001 -2.2561
52 C -1.6728 1.7991 -3.3851
53 N -5.2518 1.8881 -1.5931
54 O -4.8428 1.3891 -0.4321
55 O -6.3818 2.3771 -1.9321
56 H -1.2688 2.0141 -5.4111
57 H -3.5258 2.1841 -6.2491
58 H -5.5798 1.8811 -4.6171
59 H -2.2478 1.4891 -1.2791
60 H -0.7328 1.8941 -3.0161
61 C -0.7748 -1.7889 -3.1371
62 C -2.2408 -1.4139 -3.4171
63 C -2.6358 -1.6949 -4.8421
64 C -1.6328 -2.4819 -5.9001
65 C -0.2368 -2.7539 -5.4911
66 C 0.1072 -2.3739 -4.0011
67 N -2.2188 -2.8079 -7.1891
68 O -3.3878 -2.5109 -7.6341
69 O -1.6398 -3.8629 -7.7581
70 H -0.3318 -1.3249 -2.2271
71 H -2.8478 -0.9539 -2.4681
72 H -3.5318 -1.2839 -5.1961
73 H 0.4002 -3.2569 -6.2281
74 H 1.1312 -2.4629 -3.7321

Results
Spin multiplicity   1
Relative energy (zero: lowest compared OMol25 entry of this formula, charge and spin)   2.556 eV
HOMO-LUMO gap   6.48 eV
Net charge   -1
HOMO   -6.18 eV


(3)
Formula: C30H26BrIrN3S4
Source: OMol25
Level of theory: ωB97M-V with the def2-TZVPD basis set

Geometry (Å):
1 Ir -0.0079 -0.4004 0.2211
2 S 3.0013 0.4211 0.8870
3 C 2.7856 1.8134 1.8593
4 C 3.8741 2.2974 2.5574
5 C 3.7843 3.4360 3.3499
6 C 2.5340 4.0966 3.4998
7 C 1.4364 3.6661 2.8488
8 C 1.4278 2.4755 1.9353
9 S -1.1560 0.6111 1.9908
10 C -2.3191 -0.7328 2.3503
11 C -2.3262 -1.8180 1.3278
12 C -3.4339 -2.6434 1.2134
13 C -3.4356 -3.6773 0.3002
14 C -2.3035 -3.8773 -0.4723
15 C -1.2203 -3.0370 -0.3215
16 C 0.0166 -3.3138 -1.1218
17 S 1.1496 -1.8858 -1.3033
18 C 2.4970 -2.5743 -0.3652
19 C 3.3681 -3.4476 -1.0028
20 C 4.3443 -4.0963 -0.2602
21 C 4.4563 -3.8646 1.1048
22 C 3.6069 -2.9679 1.7350
23 C 2.6278 -2.3221 0.9906
24 S 1.6623 -1.0596 1.7799
25 N -1.2303 -2.0060 0.5548
26 H 4.8179 1.7739 2.4731
27 H 4.6573 3.7974 3.8741
28 H 2.4626 4.9479 4.1636
29 H 0.4841 4.1532 3.0219
30 H -3.3234 -0.3229 2.4481
31 H -2.0609 -1.1795 3.3140
32 H -4.2899 -2.4534 1.8456
33 H -4.3001 -4.3178 0.1894
34 H -2.2524 -4.6821 -1.1927
35 H -0.2385 -3.6941 -2.1096
36 H 0.5958 -4.0877 -0.6172
37 H 3.2774 -3.6259 -2.0669
38 H 5.0193 -4.7844 -0.7505
39 H 5.2202 -4.3702 1.6793
40 H 3.7129 -2.7552 2.7911
41 Br 0.9405 0.9629 -3.0391
42 C 0.6153 2.2082 -1.6567
43 C 0.3813 3.5091 -2.0610
44 C 0.3319 4.4815 -1.0848
45 C 0.6326 4.1281 0.2192
46 C 0.8710 2.8038 0.5487
47 N 0.7298 1.8197 -0.3821
48 H 0.2716 3.7392 -3.1100
49 H 0.1390 5.5138 -1.3450
50 H 0.7380 4.8954 0.9704
51 H 0.7362 1.7685 2.4161
52 C -4.7099 1.2696 -3.8552
53 C -3.6222 0.8928 -2.9001
54 C -3.3477 1.6338 -1.7565
55 C -2.3299 1.2568 -0.9043
56 N -1.5606 0.1793 -1.1237
57 C -1.8074 -0.5296 -2.2396
58 C -2.8129 -0.2218 -3.1240
59 H -5.2956 2.1081 -3.4859
60 H -5.3783 0.4257 -4.0283
61 H -4.2822 1.5461 -4.8204
62 H -3.9282 2.5143 -1.5152
63 H -2.1164 1.8203 -0.0080
64 H -1.1650 -1.3749 -2.4385
65 H -2.9527 -0.8433 -3.9988

Results
Expectation value of S²   0.796
Spin multiplicity   2
Relative energy (zero: lowest compared OMol25 entry of this formula, charge and spin)   1.483 eV
HOMO-LUMO gap (spin up / spin down)   6.44 / 6.99 eV
Net charge   +2
HOMO (spin up / spin down)   -12.20 / -13.46 eV


The lowest relative energy (zero: lowest compared OMol25 entry of this formula, charge and spin) belongs to which entry?
C30H25N4PPbS3


relative energy (zero: lowest compared OMol25 entry of this formula, charge and spin) of number 3 (C30H26BrIrN3S4)?
1.483 eV